A cluster of 2 separate species, CH6N2S2 in total. Source: the OMol25 dataset; level of theory: ωB97M-V with the def2-TZVPD basis set.

Computed properties:
HOMO-LUMO gap (alpha / beta)	7.761 / 7.760	eV
highest occupied orbital energy (alpha / beta)	-7.25 / -7.25	eV
total energy	-25781.5168	eV

Structure (XYZ):
```
11
Properties=species:S:1:pos:R:3:nbo_charge:R:1
C -0.939 1.248 -0.162 -0.196
N 1.095 0.533 0.317 -0.685
N -0.178 0.528 0.592 -0.226
S -2.586 1.698 0.091 0.075
S 1.171 -2.279 -1.678 -0.286
H -0.482 1.835 -0.982 0.233
H 1.801 -3.144 -0.951 0.124
H 1.700 0.138 0.966 0.324
H -0.607 -0.073 1.365 0.385
H -2.675 1.037 1.212 0.101
H 1.699 -1.519 -0.770 0.150
```